83
Properties=species:S:1:pos:R:3 method="wB97M-V/def2-TZVPD" smiles="CC[C@@H](Br)N(N=C=S)[C@H](/C(Cl)=C(/C)Cl)[C@@H](CCO)OCF.c1ccncc1.c1ccncc1.c1ccncc1.c1ccncc1" total_energy_ha=-5713.497679
C 2.237 2.272 4.450
C 1.550 0.908 4.603
C 0.038 0.982 5.035
Br -0.102 -0.125 6.704
N -0.518 2.262 5.178
N -0.107 3.037 6.284
C -0.801 3.123 7.290
S -1.529 3.075 8.685
C -1.542 2.761 4.289
C -2.751 1.839 4.110
Cl -2.761 0.601 2.851
C -3.855 1.902 4.861
C -5.029 0.956 4.696
Cl -4.035 3.117 6.100
C -1.021 3.311 2.922
C -0.260 2.319 2.027
C -0.782 2.401 0.572
O 0.055 1.581 -0.274
O -2.130 3.913 2.244
C -2.239 5.257 2.523
F -1.321 5.966 1.789
H 1.600 3.054 4.047
H 3.172 2.162 3.898
H 2.535 2.614 5.448
H 2.101 0.261 5.281
H 1.592 0.399 3.631
H -0.520 0.398 4.310
H -1.972 3.649 4.758
H -5.458 1.039 3.699
H -5.754 1.080 5.495
H -4.618 -0.056 4.772
H -0.331 4.119 3.189
H -0.342 1.279 2.338
H 0.803 2.562 1.951
H -0.737 3.426 0.210
H -1.789 1.984 0.527
H 0.578 1.058 0.336
H -2.102 5.492 3.583
H -3.235 5.577 2.216
N 0.320 -2.321 -2.330
C -0.581 -3.135 -2.880
C -1.946 -2.892 -2.872
C -2.403 -1.738 -2.256
C -1.483 -0.880 -1.676
C -0.140 -1.215 -1.742
H -0.177 -4.027 -3.347
H -2.632 -3.588 -3.336
H -3.462 -1.512 -2.227
H -1.795 0.031 -1.186
H 0.614 -0.572 -1.309
N 0.569 1.725 -4.432
C 0.849 1.943 -3.145
C 2.133 2.151 -2.664
C 3.186 2.127 -3.564
C 2.915 1.899 -4.903
C 1.596 1.707 -5.282
H 0.001 1.949 -2.480
H 2.298 2.325 -1.610
H 4.204 2.282 -3.228
H 3.710 1.872 -5.635
H 1.338 1.528 -6.321
N -3.697 -6.558 0.989
C -3.086 -5.492 0.471
C -1.991 -5.567 -0.376
C -1.498 -6.820 -0.701
C -2.118 -7.940 -0.172
C -3.209 -7.754 0.663
H -3.503 -4.532 0.754
H -1.537 -4.668 -0.768
H -0.643 -6.921 -1.358
H -1.764 -8.936 -0.400
H -3.726 -8.603 1.097
N 5.571 -0.330 -6.160
C 4.358 -0.828 -6.398
C 4.120 -1.917 -7.223
C 5.203 -2.522 -7.839
C 6.472 -2.017 -7.606
C 6.601 -0.926 -6.761
H 3.542 -0.325 -5.896
H 3.113 -2.279 -7.377
H 5.061 -3.374 -8.492
H 7.344 -2.459 -8.067
H 7.575 -0.500 -6.548


82
Properties=species:S:1:pos:R:3 method="wB97M-V/def2-TZVPD" total_energy_ha=-4890.970697 total_charge=+2 e_above_lowest_ev=0.000
Sn -0.248 -1.138 0.003
N 1.760 -5.294 0.866
C 1.372 -4.030 0.945
N 0.948 -3.317 -0.062
C 0.877 -3.906 -1.326
N 0.475 -3.251 -2.364
N 0.054 -1.963 -2.097
C -0.238 -1.238 -3.107
C -0.750 0.116 -2.907
C -1.093 0.898 -3.970
C -1.637 2.170 -3.701
C -1.818 2.575 -2.412
C -1.432 1.712 -1.354
N -0.895 0.514 -1.617
C 1.274 -5.308 -1.475
C 1.212 -5.986 -2.697
C 1.615 -7.302 -2.777
C 2.092 -7.961 -1.641
C 2.151 -7.313 -0.425
C 1.734 -5.990 -0.351
H 2.071 -5.772 1.696
H 1.411 -3.573 1.928
H -0.127 -1.643 -4.109
H -0.964 0.539 -4.982
H -1.925 2.819 -4.519
H -2.251 3.537 -2.168
H -1.316 1.401 0.641
H 0.844 -5.455 -3.565
H 1.563 -7.828 -3.722
H 2.419 -8.991 -1.711
H 2.513 -7.825 0.460
I -2.074 -3.261 3.083
C -1.615 -1.789 4.541
I -0.581 -0.088 3.792
H -0.980 -2.251 5.284
H -2.542 -1.440 4.974
C -4.495 0.977 -0.811
C -4.538 1.759 0.508
C -4.184 0.841 1.689
C -3.750 3.067 0.583
C -4.460 4.191 0.999
C -3.824 5.396 1.246
C -2.452 5.490 1.100
C -1.692 4.405 0.669
C -0.176 4.583 0.627
C 0.486 4.334 -0.731
C 0.500 3.772 1.742
C -2.364 3.206 0.391
N -1.602 2.066 -0.060
H -5.358 0.310 -0.862
H -3.606 0.351 -0.889
H -4.537 1.639 -1.679
H -5.577 2.057 0.647
H -3.170 0.441 1.589
H -4.868 -0.012 1.729
H -4.245 1.376 2.639
H -5.531 4.112 1.146
H -4.399 6.257 1.569
H -1.951 6.426 1.321
H -0.008 5.636 0.857
H 0.588 3.273 -0.954
H 1.492 4.763 -0.733
H -0.074 4.813 -1.536
H 0.384 2.696 1.567
H 0.062 4.010 2.713
H 1.571 3.995 1.781
C 3.022 0.868 2.793
N 3.919 0.416 1.732
C 5.274 0.196 1.877
C 5.735 -0.227 0.682
N 4.653 -0.266 -0.177
C 4.711 -0.675 -1.585
C 3.545 0.122 0.479
Se 1.894 0.456 -0.360
H 3.616 1.300 3.592
H 2.442 0.036 3.185
H 2.346 1.622 2.395
H 5.794 0.371 2.804
H 6.731 -0.490 0.368
H 5.749 -0.856 -1.845
H 4.309 0.110 -2.218
H 4.133 -1.583 -1.736


76
Properties=species:S:1:pos:R:3 method="wB97M-V/def2-TZVPD" spin_multiplicity=2 total_energy_ha=-1619.159466 total_charge=+3 e_above_lowest_ev=2.594
Ir 0.274 -0.289 0.163
C -1.411 -3.406 3.748
C -1.597 -2.104 2.954
C -1.051 -0.912 3.739
C -0.963 -2.280 1.597
C 0.464 -2.232 1.442
C 1.075 -2.459 0.190
C 0.291 -2.761 -0.944
C 0.933 -3.114 -2.260
C -1.088 -2.853 -0.766
C -1.703 -2.615 0.478
H -1.875 -3.312 4.728
H -0.351 -3.623 3.903
H -1.865 -4.257 3.241
H -2.668 -1.959 2.793
H -0.045 -1.113 4.117
H -1.683 -0.723 4.605
H -1.026 0.001 3.141
H 1.100 -2.111 2.308
H 2.152 -2.547 0.100
H 1.646 -2.356 -2.585
H 0.190 -3.249 -3.040
H 1.483 -4.051 -2.161
H -1.709 -3.118 -1.612
H -2.777 -2.711 0.563
C 1.526 3.577 1.266
C 2.576 2.647 0.779
C 3.787 2.521 1.662
C 5.013 1.961 0.999
C 4.896 1.267 -0.147
C 3.596 1.034 -0.716
C 3.473 0.101 -1.855
C 2.460 1.733 -0.225
N 1.139 1.343 -0.664
C 0.449 2.137 -1.419
C 0.931 3.412 -2.009
C -0.914 1.650 -1.675
C -1.835 2.398 -2.571
N -1.162 0.552 -1.046
C -2.468 -0.079 -1.258
C -2.700 -0.724 -2.471
C -1.683 -0.830 -3.585
C -3.951 -1.309 -2.645
C -4.916 -1.236 -1.652
C -4.646 -0.572 -0.463
C -3.411 0.024 -0.239
C -3.177 0.809 1.023
H 1.484 3.589 2.358
H 0.533 3.374 0.873
H 1.817 4.594 0.973
H 3.986 3.434 2.223
H 5.967 2.088 1.499
H 5.756 0.825 -0.632
H 4.305 -0.597 -1.900
H 3.507 0.699 -2.780
H 2.517 -0.425 -1.852
H 1.966 3.628 -1.762
H 0.303 4.240 -1.671
H 0.829 3.375 -3.097
H -1.919 3.432 -2.229
H -2.823 1.949 -2.592
H -1.439 2.425 -3.589
H -0.693 -0.461 -3.316
H -2.016 -0.279 -4.466
H -1.573 -1.868 -3.898
H -4.169 -1.821 -3.574
H -5.888 -1.684 -1.810
H -5.412 -0.496 0.298
H -3.801 0.430 1.831
H -3.444 1.859 0.882
H -2.140 0.783 1.360
N 4.696 0.916 4.699
C 4.038 1.173 3.795
N 3.297 1.478 2.694
C 2.248 0.753 2.317
N 1.289 0.326 1.839


86
Properties=species:S:1:pos:R:3 method="wB97M-V/def2-TZVPD" spin_multiplicity=5 total_energy_ha=-3245.353021 total_charge=-1 e_above_lowest_ev=1.284
Rh -0.040 -0.340 1.119
C -1.307 3.807 1.482
C -0.867 2.474 0.938
N -0.808 1.416 1.774
N -1.206 1.610 3.037
C -1.042 0.737 3.967
N -1.451 1.094 5.249
S -0.322 -0.830 3.838
C -0.537 2.320 -0.417
C -0.521 3.404 -1.338
C -0.210 3.198 -2.649
C 0.091 1.895 -3.087
C 0.060 0.887 -2.145
N -0.237 1.057 -0.872
H -1.684 3.664 2.492
H -2.094 4.240 0.863
H -0.471 4.507 1.508
H -2.138 1.835 5.265
H -1.671 0.302 5.835
H -0.730 4.401 -0.989
H -0.182 4.025 -3.347
H 0.353 1.687 -4.116
H 0.245 -0.138 -2.459
N 3.025 -2.812 -0.619
C 3.085 -3.346 0.640
C 2.023 -2.830 1.316
N 1.313 -2.006 0.488
C 1.938 -2.012 -0.664
H 3.660 -3.007 -1.374
H 3.860 -4.022 0.941
H 1.730 -2.980 2.337
H 1.654 -1.450 -1.532
N 4.592 0.765 -6.301
C 4.200 1.254 -5.060
C 3.608 2.514 -4.953
C 3.309 3.041 -3.710
C 3.591 2.319 -2.567
C 4.179 1.071 -2.655
C 4.471 0.532 -3.897
S 3.302 3.044 -0.951
O 4.615 3.124 -0.332
O 2.633 4.300 -1.166
N 2.328 2.006 -0.219
C 2.695 1.276 0.794
S 4.385 1.237 1.373
C 3.898 0.124 2.620
C 2.584 -0.129 2.535
N 1.903 0.472 1.503
H 4.109 1.154 -7.096
H 4.727 -0.232 -6.361
H 3.401 3.083 -5.851
H 2.858 4.015 -3.592
H 4.414 0.536 -1.746
H 4.935 -0.443 -3.968
H 4.597 -0.228 3.353
H 2.032 -0.735 3.233
C -0.868 -3.986 2.379
C -1.817 -4.175 1.200
C -1.106 -4.087 -0.152
C -2.979 -3.204 1.253
C -4.207 -3.766 1.523
C -5.386 -3.039 1.513
C -5.317 -1.706 1.145
C -4.123 -1.071 0.865
C -4.277 0.361 0.392
C -3.380 0.673 -0.799
C -4.105 1.334 1.560
C -2.854 -1.771 1.018
N -1.684 -1.187 0.937
H -0.019 -4.666 2.307
H -1.390 -4.187 3.313
H -0.519 -2.958 2.403
H -2.238 -5.188 1.279
H -0.752 -3.073 -0.318
H -1.796 -4.355 -0.954
H -0.256 -4.769 -0.191
H -4.255 -4.828 1.734
H -6.330 -3.510 1.745
H -6.239 -1.141 1.063
H -5.316 0.468 0.051
H -2.352 0.439 -0.551
H -3.437 1.723 -1.083
H -3.675 0.063 -1.654
H -3.118 1.242 1.995
H -4.837 1.116 2.339
H -4.248 2.361 1.225


84
Properties=species:S:1:pos:R:3 method="wB97M-V/def2-TZVPD" spin_multiplicity=2 total_energy_ha=-4586.798923 e_above_lowest_ev=0.000
Ti 0.376 0.016 0.472
C 0.640 -2.137 -3.123
C 1.599 -2.028 -1.952
O 1.563 -0.748 -1.296
C 1.859 0.358 -2.159
C 0.569 1.068 -2.549
O -0.424 0.871 -1.547
C -1.702 1.350 -1.987
C -2.859 0.576 -1.393
O -2.798 -0.823 -1.555
C -2.949 -1.351 -2.851
C -1.624 -1.526 -3.603
O -0.641 -1.835 -2.645
H 0.691 -3.161 -3.520
H 0.925 -1.457 -3.936
H 2.621 -2.213 -2.296
H 1.351 -2.756 -1.183
H 2.385 0.011 -3.050
H 2.518 1.021 -1.607
H 0.187 0.677 -3.495
H 0.771 2.137 -2.667
H -1.725 1.281 -3.078
H -1.805 2.405 -1.714
H -3.776 0.982 -1.844
H -2.893 0.741 -0.321
H -3.637 -0.746 -3.455
H -3.396 -2.335 -2.709
H -1.337 -0.622 -4.155
H -1.735 -2.335 -4.336
C 2.746 6.352 0.158
C 2.313 5.447 1.289
O 0.961 5.036 1.062
P 0.424 3.531 1.451
S -1.204 0.911 1.603
S 1.671 2.242 0.347
O 1.119 3.360 2.944
C 0.316 3.896 4.010
C 1.153 3.996 5.263
H 3.771 6.694 0.315
H 2.095 7.224 0.095
H 2.700 5.816 -0.790
H 2.358 5.968 2.250
H 2.959 4.567 1.351
H -0.542 3.235 4.163
H -0.063 4.882 3.719
H 1.525 3.015 5.554
H 0.553 4.399 6.081
H 2.010 4.653 5.105
S -2.231 -4.829 -1.864
C -3.172 -6.247 -2.067
C -3.420 -6.849 -0.877
C -2.839 -6.155 0.220
C -2.163 -5.026 -0.145
C -1.425 -4.093 0.712
C -0.922 -2.910 0.203
N -0.186 -2.035 0.902
C 0.112 -2.361 2.205
C -0.445 -3.502 2.832
C -0.149 -3.711 4.231
C 0.680 -2.892 4.902
C 1.324 -1.780 4.245
C 2.240 -0.951 4.856
C 2.844 0.087 4.131
C 2.470 0.264 2.809
N 1.566 -0.496 2.184
C 1.011 -1.541 2.883
C 3.823 1.004 4.723
C 4.083 2.297 4.365
C 5.100 2.896 5.155
C 5.594 2.055 6.103
S 4.836 0.523 6.034
C -1.211 -4.363 2.079
H -3.493 -6.556 -3.048
H -3.998 -7.757 -0.778
H -2.931 -6.484 1.245
H -1.155 -2.615 -0.810
H -0.611 -4.556 4.727
H 0.898 -3.061 5.949
H 2.485 -1.100 5.903
H 2.895 1.066 2.224
H 3.525 2.809 3.592
H 5.441 3.914 5.030
H 6.360 2.253 6.834
H -1.628 -5.249 2.542


86
Properties=species:S:1:pos:R:3 method="wB97M-V/def2-TZVPD" spin_multiplicity=2 total_energy_ha=-3614.408905 total_charge=-1 e_above_lowest_ev=0.436
Pb -0.757 -0.959 1.510
O -6.793 -0.788 0.652
C -5.589 -0.820 0.707
N -4.944 -1.812 1.471
C -5.465 -2.208 2.749
O -6.467 -1.762 3.266
C -4.509 -3.160 3.229
C -4.432 -3.898 4.403
C -3.366 -4.741 4.609
C -2.379 -4.860 3.600
C -2.486 -4.179 2.433
N -3.539 -3.320 2.241
C -4.748 0.203 0.020
C -5.425 1.225 -0.648
C -4.692 2.185 -1.324
C -3.313 2.067 -1.347
C -2.731 1.022 -0.642
N -3.421 0.133 0.046
H -5.216 -3.790 5.133
H -3.273 -5.309 5.521
H -1.530 -5.506 3.759
H -1.776 -4.249 1.623
H -6.502 1.253 -0.611
H -5.186 3.005 -1.829
H -2.688 2.773 -1.875
H -1.659 0.895 -0.634
S 1.057 -0.688 3.464
C 0.673 0.893 4.065
C 1.498 1.286 5.131
N 2.192 1.531 6.014
C -0.304 1.751 3.619
S -1.505 1.444 2.401
C -0.348 3.035 4.187
N -0.353 4.097 4.629
N 0.429 -0.287 -0.149
P 1.392 0.418 -1.108
N 1.127 2.091 -1.268
C 1.893 2.976 -2.111
C 2.942 3.776 -1.329
C 2.282 4.517 -0.167
C 1.510 3.521 0.695
C 0.494 2.783 -0.172
N 3.031 0.115 -0.785
C 3.398 -0.180 0.579
C 4.316 -1.398 0.629
C 5.564 -1.114 -0.201
C 5.164 -0.742 -1.626
C 4.167 0.423 -1.614
N 1.344 -0.026 -2.753
C 1.786 -1.369 -3.059
C 0.673 -2.404 -2.919
C -0.501 -2.035 -3.814
C -0.971 -0.638 -3.425
C 0.184 0.362 -3.525
H 1.197 3.690 -2.582
H 2.367 2.387 -2.899
H 3.441 4.482 -2.001
H 3.699 3.097 -0.934
H 1.586 5.265 -0.561
H 3.036 5.039 0.430
H 0.999 4.034 1.511
H 2.196 2.787 1.126
H -0.240 3.502 -0.567
H -0.031 2.042 0.426
H 2.481 -0.372 1.135
H 3.917 0.677 1.039
H 3.782 -2.261 0.226
H 4.585 -1.612 1.665
H 6.231 -1.980 -0.210
H 6.106 -0.279 0.250
H 4.709 -1.606 -2.111
H 6.046 -0.456 -2.204
H 3.821 0.636 -2.627
H 4.695 1.311 -1.229
H 2.588 -1.618 -2.366
H 2.176 -1.381 -4.090
H 0.332 -2.403 -1.883
H 1.059 -3.397 -3.164
H -1.315 -2.750 -3.682
H -0.195 -2.054 -4.865
H -1.328 -0.670 -2.395
H -1.794 -0.314 -4.067
H -0.147 1.342 -3.172
H 0.494 0.454 -4.579
S -2.936 -2.600 -0.249
C -3.799 -2.529 1.178